1.
The following is a quantum chemistry calculation of C12H18As2CaF15NO11 as an isolated structure, from the OMol25 dataset.

Relative energy (zero: lowest compared OMol25 entry of this formula, charge and spin) = 0.0 kJ/mol
Molecular weight = 827.2 g/mol
HOMO-LUMO gap = 5.908 eV
Total charge = -2
LUMO = 3.7 eV
Spin multiplicity = 1

Last column: natural (NBO) charge in e.
Cartesian coordinates (Å):
Ca -10.79 -6.89 -19.96  1.8262
As -14.33 -5.22 -21.36  2.8292
F -14.98 -6.67 -22.08  -0.6449
F -13.26 -5.05 -22.77  -0.6183
F -13.52 -3.86 -20.61  -0.5946
F -15.13 -5.53 -19.86  -0.6199
F -13.00 -6.28 -20.63  -0.7004
F -15.62 -4.22 -22.01  -0.6304
As -7.71 -4.28 -18.69  2.8297
F -7.60 -3.78 -20.35  -0.6107
F -9.20 -3.41 -18.45  -0.5824
F -7.69 -4.79 -16.98  -0.6376
F -6.17 -5.17 -18.92  -0.6612
F -6.81 -2.80 -18.27  -0.6414
F -8.58 -5.80 -19.08  -0.6675
C -11.42 -6.08 -17.08  0.2992
O -10.75 -7.21 -17.61  -0.6179
O -11.60 -5.37 -18.26  -0.9047
C -12.70 -6.53 -16.28  0.9124
F -12.84 -7.88 -16.39  -0.3526
F -12.56 -6.18 -14.99  -0.3507
F -13.86 -6.04 -16.72  -0.3126
C -9.81 -7.83 -16.69  -0.0783
C -9.25 -9.03 -17.40  -0.6304
H -8.84 -8.81 -18.38  0.2260
H -8.40 -9.38 -16.80  0.1926
H -9.93 -9.89 -17.38  0.1976
H -10.20 -8.14 -15.71  0.1622
H -9.00 -7.15 -16.43  0.1927
H -10.78 -5.57 -16.35  0.1247
N -10.08 -4.44 -22.01  0.7146
O -10.24 -5.70 -22.04  -0.6623
O -9.76 -3.71 -22.95  -0.5099
O -10.44 -3.91 -20.92  -0.5024
C -13.08 -9.13 -25.49  -0.6318
C -13.34 -9.40 -23.98  0.0608
C -12.99 -10.79 -23.46  -0.1032
O -12.51 -10.47 -22.16  -0.4902
C -12.08 -9.21 -22.13  1.0153
O -11.46 -8.72 -21.23  -0.6526
O -12.43 -8.56 -23.23  -0.4467
H -13.50 -9.91 -26.13  0.1986
H -12.01 -9.03 -25.65  0.2288
H -13.55 -8.21 -25.81  0.2381
H -14.31 -8.99 -23.69  0.2157
H -12.19 -11.25 -24.05  0.1851
H -13.97 -11.27 -23.45  0.2026
C -4.73 -9.34 -21.21  -0.6242
C -5.40 -8.29 -20.30  0.0606
C -5.62 -6.95 -21.03  -0.1170
O -6.91 -7.11 -21.59  -0.4521
C -7.58 -7.95 -20.84  1.0199
O -8.77 -8.02 -20.75  -0.6532
O -6.75 -8.79 -20.17  -0.4976
H -5.09 -9.28 -22.24  0.2094
H -4.87 -10.35 -20.82  0.2131
H -3.65 -9.19 -21.28  0.1971
H -4.77 -8.22 -19.42  0.2013
H -4.99 -6.83 -21.91  0.1785
H -5.58 -6.07 -20.40  0.2677

---

2.
The following is a quantum chemistry calculation of C12H18AsS4TcTe4 as an isolated structure, from the OMol25 dataset.

Relative energy (zero: lowest compared OMol25 entry of this formula, charge and spin) = 0.0 kJ/mol
Molecular weight = 973.9 g/mol
HOMO-LUMO gap = 5.567 eV
Total charge = +2
LUMO = -8.4 eV
Spin multiplicity = 1

Last column: natural (NBO) charge in e.
Cartesian coordinates (Å):
Tc 0.11 0.45 -0.13  -0.3745
C 2.90 2.25 0.96  -0.6516
C 1.73 2.10 0.03  0.0436
C 1.92 1.54 -1.27  0.0024
C 3.29 1.08 -1.69  -0.6610
C 0.85 1.50 -2.20  0.0661
C 1.06 1.06 -3.62  -0.6577
C -0.45 1.90 -1.79  -0.0210
C -1.62 1.76 -2.71  -0.6474
C -0.61 2.60 -0.54  0.0575
C -1.91 3.32 -0.31  -0.6607
C 0.47 2.68 0.38  0.0329
C 0.30 3.36 1.70  -0.6617
H 2.94 1.45 1.70  0.2346
H 2.83 3.19 1.51  0.2536
H 3.84 2.26 0.42  0.2479
H 3.87 1.94 -2.04  0.2595
H 3.24 0.35 -2.49  0.2388
H 3.83 0.63 -0.86  0.2390
H 0.89 -0.01 -3.75  0.2405
H 2.07 1.27 -3.95  0.2506
H 0.38 1.59 -4.28  0.2522
H -1.69 2.62 -3.38  0.2566
H -2.55 1.68 -2.16  0.2454
H -1.52 0.87 -3.34  0.2375
H -2.73 2.65 -0.07  0.2483
H -2.18 3.85 -1.22  0.2564
H -1.82 4.05 0.49  0.2495
H 0.54 4.42 1.61  0.2623
H 0.96 2.93 2.46  0.2461
H -0.72 3.27 2.07  0.2462
Te 1.51 -1.51 1.05  0.4915
Te 3.62 -2.43 -0.42  0.1671
Te 1.97 -2.68 -2.60  0.1318
Te -0.17 -2.05 -1.00  0.5179
S 0.02 0.42 4.37  -0.4987
As -1.66 -0.32 5.20  0.7987
S -1.38 -0.11 1.31  0.1800
S -2.51 1.30 2.29  0.0580
S -3.36 0.17 3.75  -0.1782